1 | {"formula": "C3H5N3", "method": "ωB97M-V with the def2-TZVPD basis set", "orbital_gap_ev": 8.997, "smiles": "Nc1c[nH]cn1", "lumo_ev": 0.9966, "multiplicity": 1, "charge": 0, "elements": ["N", "C", "C", "N", "C", "N", "H", "H", "H", "H", "H"], "xyz": [[-0.29323, -0.89281, -1.84404], [-0.04287, -0.26089, -0.60898], [0.85644, -0.50711, 0.40966], [0.65190, 0.54482, 1.32831], [-0.40456, 1.23166, 0.85998], [-0.80803, 0.83236, -0.31632], [-1.06094, -0.39821, -2.29217], [-0.53138, -1.87614, -1.79106], [1.68209, -1.19968, 0.44903], [0.98134, 0.74728, 2.26662], [-1.03077, 1.77871, 1.53897]], "nbo_charge": [-0.822, 0.264, -0.189, -0.524, 0.180, -0.497, 0.384, 0.374, 0.220, 0.420, 0.190]}



2 | {"formula": "C3H5N3", "method": "ωB97M-V with the def2-TZVPD basis set", "orbital_gap_ev": 11.095, "smiles": "Cn1cncn1", "lumo_ev": 0.5999, "multiplicity": 1, "charge": 0, "elements": ["C", "N", "C", "N", "C", "N", "H", "H", "H", "H", "H"], "xyz": [[-1.25449, -0.40274, 0.25354], [-0.29358, -0.21207, -0.87071], [0.22550, 1.07802, -0.66295], [1.29934, 1.07463, 0.04985], [1.50477, -0.29890, 0.24198], [0.70332, -1.08284, -0.39875], [-2.13719, 0.24352, 0.12179], [-1.55170, -1.44923, 0.31678], [-0.50232, -0.23018, 1.12305], [-0.28196, 1.95837, -1.05216], [2.28830, -0.67858, 0.87758]], "nbo_charge": [-0.413, -0.282, 0.241, -0.468, 0.141, -0.262, 0.208, 0.224, 0.194, 0.210, 0.206]}



The structure with the least stability is 2.



1 | {"formula": "C3H5N3", "method": "ωB97M-V with the def2-TZVPD basis set", "orbital_gap_ev": 10.324, "smiles": "[H]/N=C(/C#C)NN", "lumo_ev": 0.9613, "multiplicity": 1, "charge": 0, "elements": ["H", "N", "C", "C", "C", "N", "N", "H", "H", "H", "H"], "xyz": [[2.21412, 1.26414, 0.34454], [1.85526, 0.60304, -0.37532], [0.64222, 0.28862, -0.12836], [-0.08698, -0.72878, -0.87136], [-0.57250, -1.66013, -1.41384], [-0.12238, 0.90332, 0.89528], [-1.45614, 0.30099, 1.29867], [-1.02253, -2.45901, -1.99808], [0.36784, 1.49359, 1.51035], [-1.25727, -0.71108, 1.35938], [-2.13583, 0.36270, 0.53483]], "nbo_charge": [0.331, -0.651, 0.348, -0.093, -0.162, -0.480, -0.633, 0.246, 0.386, 0.350, 0.358]}



2 | {"formula": "C3H5N3", "method": "ωB97M-V with the def2-TZVPD basis set", "orbital_gap_ev": 10.428, "smiles": "Cc1ncn[nH]1", "lumo_ev": 0.8102, "multiplicity": 1, "charge": 0, "elements": ["C", "C", "N", "C", "N", "N", "H", "H", "H", "H", "H"], "xyz": [[-1.66818, 0.17171, 0.01265], [-0.15929, 0.18752, -0.06033], [0.64910, 1.21421, 0.02310], [1.88825, 0.62344, 0.05453], [1.90056, -0.66038, -0.03910], [0.63034, -1.01678, 0.02384], [-2.06241, -0.15446, -0.95973], [-2.02518, -0.68557, 0.52507], [-2.19643, 1.03521, 0.58319], [2.74262, 1.29316, -0.08277], [0.30062, -2.00806, -0.08046]], "nbo_charge": [-0.679, 0.349, -0.474, 0.118, -0.267, -0.380, 0.236, 0.225, 0.256, 0.199, 0.416]}



The structure with the least stability is 1.



1 | {"formula": "C4H4N2O", "method": "ωB97M-V with the def2-TZVPD basis set", "orbital_gap_ev": 9.866, "smiles": "O=c1cc[nH]cn1", "lumo_ev": 0.4233, "multiplicity": 1, "charge": 0, "elements": ["O", "C", "C", "C", "N", "C", "N", "H", "H", "H", "H"], "xyz": [[2.27026, -1.39754, 0.20175], [1.23702, -0.83139, -0.08486], [1.10525, 0.62653, -0.06833], [-0.10083, 1.17721, 0.10214], [-1.20366, 0.35319, 0.14070], [-1.06285, -0.96321, -0.20934], [0.06176, -1.53505, -0.44138], [1.99179, 1.23141, -0.13667], [-0.29011, 2.24449, 0.13860], [-2.00473, 0.60186, 0.69756], [-2.00389, -1.50749, -0.34017]], "nbo_charge": [-0.555, 0.600, -0.338, 0.018, -0.579, 0.288, -0.490, 0.237, 0.217, 0.413, 0.188]}



2 | {"formula": "C4H4N2O", "method": "ωB97M-V with the def2-TZVPD basis set", "orbital_gap_ev": 9.337, "smiles": "[H]/N=c1/cccno1", "lumo_ev": -0.1487, "multiplicity": 1, "charge": 0, "elements": ["H", "N", "C", "C", "C", "C", "N", "O", "H", "H", "H"], "xyz": [[2.69299, 0.86775, -0.33300], [2.34013, -0.09279, -0.36971], [1.13453, 0.01359, -0.00514], [0.17132, -1.10683, 0.08800], [-1.11282, -0.72892, 0.06910], [-1.43474, 0.69248, -0.03734], [-0.61385, 1.65691, 0.14575], [0.69468, 1.26851, 0.35977], [0.50970, -2.15221, 0.15776], [-1.93777, -1.42216, 0.16555], [-2.44417, 1.00366, -0.24074]], "nbo_charge": [0.349, -0.640, 0.475, -0.210, -0.228, -0.023, -0.050, -0.361, 0.247, 0.228, 0.212]}



3 | {"formula": "C4H4N2O", "method": "ωB97M-V with the def2-TZVPD basis set", "orbital_gap_ev": 10.505, "smiles": "N#CC(=O)N1CC1", "lumo_ev": -0.3779, "multiplicity": 1, "charge": 0, "elements": ["N", "C", "C", "O", "N", "C", "C", "H", "H", "H", "H"], "xyz": [[-0.42980, -0.44726, -2.21773], [-0.34630, -0.02405, -1.14768], [-0.69827, 0.63400, 0.23192], [-1.68648, 1.32135, 0.38987], [0.52092, 0.26155, 1.12935], [0.74200, -1.23413, 0.96316], [1.65270, -0.32694, 0.31471], [-0.13643, -1.43535, 0.25242], [0.73419, -1.69010, 2.00497], [2.58038, -0.08223, 0.77412], [1.57517, -0.35641, -0.70449]], "nbo_charge": [-0.252, 0.073, 0.657, -0.437, -0.426, -0.265, -0.267, 0.207, 0.250, 0.237, 0.223]}



4 | {"formula": "C4H4N2O", "method": "ωB97M-V with the def2-TZVPD basis set", "orbital_gap_ev": 9.924, "smiles": "[H]/N=C\\c1ncco1", "lumo_ev": 0.2739, "multiplicity": 1, "charge": 0, "elements": ["H", "N", "C", "C", "N", "C", "C", "O", "H", "H", "H"], "xyz": [[-2.06891, 0.11216, 1.68507], [-2.17235, 1.03696, 1.25950], [-1.27761, 1.24327, 0.38414], [-0.18501, 0.35629, -0.04539], [0.77086, 0.69998, -0.84906], [1.55718, -0.42958, -0.94952], [1.01797, -1.41284, -0.19267], [-0.10563, -0.91747, 0.39855], [-1.25605, 2.19312, -0.15155], [2.44984, -0.44114, -1.55723], [1.26971, -2.44075, 0.01816]], "nbo_charge": [0.336, -0.555, 0.071, 0.391, -0.420, -0.118, 0.062, -0.400, 0.193, 0.223, 0.217]}



The structure with the least stability is 3.



1 | {"formula": "CHBr2Cl2P", "method": "ωB97M-V with the def2-TZVPD basis set", "orbital_gap_ev": 8.809, "lumo_ev": -0.3748, "multiplicity": 1, "charge": 0, "elements": ["C", "P", "Cl", "Cl", "Br", "Br", "H"], "xyz": [[-0.91119, -0.00330, -0.14886], [1.23291, -0.20772, 0.82614], [1.72439, 1.72519, 0.58311], [2.15340, -0.84132, -0.85305], [-1.99268, 0.53754, 1.27014], [-1.32554, -1.83878, -0.74694], [-0.88129, 0.62839, -0.93055]], "nbo_charge": [-0.537, 0.794, -0.278, -0.276, 0.097, 0.028, 0.173]}



2 | {"formula": "CHBr2Cl2P", "method": "ωB97M-V with the def2-TZVPD basis set", "orbital_gap_ev": 9.740, "lumo_ev": -0.4478, "multiplicity": 1, "charge": 0, "elements": ["C", "P", "Cl", "Cl", "Br", "Br", "H"], "xyz": [[-0.35325, -0.23016, 0.52599], [0.71425, -0.32624, -1.06562], [2.08065, 1.07819, -0.51938], [-0.64681, 0.75623, -2.11152], [0.65464, -0.29359, 2.39314], [-1.55465, -1.68263, 0.42048], [-0.89483, 0.69820, 0.35691]], "nbo_charge": [-0.657, 0.856, -0.272, -0.273, 0.007, 0.109, 0.228]}



The structure with the least stability is 1.